Entry 1:
Formula: C4H34NO12
Source: the OMol25 dataset
Level of theory: ωB97M-V with the def2-TZVPD basis set

Summary:
- Spin multiplicity: 1
- HOMO: -13.07 eV
- Total charge: +1
- Gap between HOMO and LUMO: 10.5 eV
- LUMO energy: -2.59 eV

Positions of all 51 atoms, in Å:
1 C -0.964 -0.377 -0.545
2 O -0.506 0.004 -1.799
3 C -0.111 0.066 0.696
4 C -0.895 -0.364 2.007
5 C -0.284 0.467 3.098
6 N 1.244 -0.673 0.690
7 H -1.995 0.140 -0.585
8 H -1.217 -1.479 -0.518
9 H -0.634 0.984 -1.804
10 H 0.072 1.142 0.714
11 H -1.958 -0.028 1.704
12 H -0.820 -1.415 2.117
13 H -1.033 0.746 3.891
14 H 0.634 -0.042 3.610
15 H 0.150 1.421 2.638
16 H 1.947 -0.087 1.143
17 H 1.520 -0.577 -0.279
18 H 1.061 -1.606 0.990
19 H -3.696 0.502 1.928
20 H -4.482 -0.739 2.102
21 O -4.224 -0.116 1.408
22 H 1.382 -1.055 -2.438
23 H 2.269 -2.110 -2.090
24 O 1.386 -1.832 -1.785
25 H 1.652 0.365 -3.950
26 H 2.899 -0.715 -4.182
27 O 2.453 -0.099 -3.615
28 H 3.332 2.273 2.483
29 H 3.542 2.608 1.035
30 O 3.235 1.906 1.596
31 H 1.756 -3.279 2.257
32 H 1.707 -2.878 3.822
33 O 1.796 -2.578 2.888
34 H 0.416 3.140 -2.057
35 H 0.722 2.508 -3.202
36 O -0.054 2.464 -2.619
37 H -2.367 -3.300 2.865
38 H -3.222 -2.542 1.963
39 O -2.404 -2.441 2.442
40 H -0.507 0.025 -5.166
41 H -0.351 1.353 -4.575
42 O 0.228 0.684 -4.983
43 H -3.219 3.585 -2.069
44 H -2.481 2.344 -1.488
45 O -3.132 2.999 -1.326
46 H -0.037 3.255 0.770
47 H 1.589 3.250 0.676
48 O 0.736 3.326 0.141
49 H 1.442 -4.257 0.118
50 H 0.744 -3.294 -0.809
51 O 0.676 -3.676 0.091

Atoms 1-3, force components in eV/Å:
C -2.3911 0.0475 0.5185
O 1.0078 0.9735 -0.4309
C -1.5782 -1.8632 0.2364

Entry 2:
Formula: C4H35NO14
Source: the OMol25 dataset
Level of theory: ωB97M-V with the def2-TZVPD basis set

Summary:
- Spin multiplicity: 1
- HOMO: -8.91 eV
- Gap between HOMO and LUMO: 9.2 eV
- LUMO energy: 0.26 eV

Positions of all 54 atoms, in Å:
1 C -1.691 1.946 -2.452
2 N -1.107 1.336 -1.218
3 C -3.315 2.111 -0.021
4 C -1.967 1.420 -0.091
5 C -2.074 0.074 0.640
6 O -2.135 -1.011 0.106
7 H -1.994 2.963 -2.318
8 H -0.914 1.806 -3.228
9 H -2.492 1.259 -2.813
10 H -0.155 1.654 -1.043
11 H -3.586 2.276 1.000
12 H -3.193 3.129 -0.386
13 H -4.161 1.655 -0.568
14 H -1.372 1.981 0.734
15 H -2.131 0.166 1.732
16 H -0.127 1.197 2.720
17 H 0.670 0.079 2.505
18 O -0.050 0.326 3.170
19 H 3.253 3.098 1.023
20 H 3.130 2.378 2.441
21 O 2.811 3.085 1.875
22 H 0.865 -3.212 0.964
23 H 2.297 -3.792 0.561
24 O 1.682 -3.072 0.392
25 H -1.183 -3.219 2.121
26 H -0.538 -1.917 1.786
27 O -0.306 -2.805 2.098
28 H -2.799 -2.287 -2.238
29 H -2.318 -1.636 -3.458
30 O -2.966 -1.491 -2.756
31 H 1.716 0.177 -1.708
32 H 2.972 0.438 -0.938
33 O 2.025 0.690 -0.909
34 H 4.218 -0.240 2.862
35 H 3.077 0.063 1.938
36 O 3.941 0.427 2.227
37 H 0.569 -0.982 -2.713
38 H 0.538 0.497 -3.340
39 O 1.063 -0.289 -3.186
40 H -2.828 -2.494 1.023
41 H -3.269 -3.897 1.506
42 O -2.790 -3.109 1.774
43 H 0.307 4.074 2.091
44 H 0.848 2.852 1.373
45 O 0.001 3.305 1.602
46 H -0.091 -2.437 -0.992
47 H -1.233 -1.486 -1.386
48 O -0.617 -2.153 -1.749
49 H 4.105 -0.696 -2.809
50 H 4.517 -1.092 -1.280
51 O 4.266 -0.411 -1.905
52 H 1.351 -1.606 1.538
53 H 1.519 -0.430 0.385
54 O 1.659 -0.700 1.318

Atoms 1-3, force components in eV/Å:
C 1.1220 -2.7370 -0.0759
N -0.8570 0.4913 -2.1722
C -0.3530 0.5963 -1.4151

Entry 3:
Formula: C4H35NO15
Source: the OMol25 dataset
Level of theory: ωB97M-V with the def2-TZVPD basis set

Summary:
- Spin multiplicity: 1
- HOMO: -2.69 eV
- Total charge: -2
- Gap between HOMO and LUMO: 7.4 eV
- LUMO energy: 4.72 eV

Positions of all 55 atoms, in Å:
1 C 1.551 0.739 0.839
2 C 0.634 1.265 -0.436
3 C 1.333 2.592 -0.773
4 O 0.785 3.147 -2.043
5 N 1.941 -0.727 0.677
6 C 0.870 -1.830 0.908
7 O 0.740 -2.263 2.137
8 H 0.907 0.886 1.736
9 H 2.480 1.249 0.992
10 H 0.608 0.378 -1.157
11 H -0.420 1.255 -0.077
12 H 1.483 3.215 0.036
13 H 2.414 2.449 -1.204
14 H 2.788 -0.771 1.321
15 H 1.022 -2.803 0.296
16 H -0.030 -1.257 0.691
17 H -3.219 -1.547 -0.664
18 H -2.019 -1.721 -1.593
19 O -2.897 -1.598 -1.595
20 H -2.426 2.026 -1.600
21 H -2.867 0.672 -2.148
22 O -2.970 1.581 -2.443
23 H -0.992 1.606 2.065
24 H -0.888 2.736 0.974
25 O -0.856 2.612 1.941
26 H -2.057 3.564 -0.220
27 H -0.268 3.269 -1.915
28 O -1.663 2.675 -0.479
29 H -2.537 1.463 -0.092
30 H -4.025 0.969 0.391
31 O -3.086 0.844 0.504
32 H 4.083 -0.380 -2.192
33 H 3.810 0.785 -1.481
34 O 4.114 0.600 -2.312
35 H 2.321 -2.342 2.849
36 H 2.965 -2.484 1.599
37 O 3.197 -2.470 2.486
38 H 3.112 -1.525 -0.666
39 H 2.766 -2.077 -2.202
40 O 3.527 -1.892 -1.510
41 H -1.479 1.106 -2.846
42 H 0.085 1.267 -3.127
43 O -0.654 0.752 -3.249
44 H -1.007 -0.772 -3.500
45 H -2.071 -1.782 -3.504
46 O -1.218 -1.672 -3.768
47 H -2.311 0.418 2.079
48 H -3.189 -0.199 3.142
49 O -2.340 0.371 3.006
50 H -1.697 -2.638 2.183
51 H -0.419 -3.480 2.103
52 O -1.442 -3.559 2.154
53 H -0.626 -0.325 4.146
54 H 0.399 -1.245 3.298
55 O 0.187 -0.811 4.209

Atoms 1-3, force components in eV/Å:
C -2.8980 -2.1396 -1.0597
C 2.0353 -2.4049 2.3568
C 0.4859 -2.5772 -5.5674

Entry 4:
Formula: C4H36N2O14
Source: the OMol25 dataset
Level of theory: ωB97M-V with the def2-TZVPD basis set

Summary:
- Spin multiplicity: 2
- HOMO (alpha / beta): -13.80 / -13.74 eV
- Total charge: +1
- <S²>: 0.75
- Gap between HOMO and LUMO (alpha / beta): 11.0 / 4.5 eV
- LUMO energy (alpha / beta): -2.79 / -9.21 eV

Positions of all 56 atoms, in Å:
1 N -0.758 1.897 0.128
2 C -0.032 -0.132 -2.104
3 C -0.303 -0.506 -0.641
4 C 0.057 0.675 0.306
5 C -0.177 0.193 1.744
6 N 0.916 0.080 2.573
7 O -1.312 0.007 2.189
8 H -1.679 1.674 0.195
9 H -0.704 2.283 -0.821
10 H 0.047 -1.060 -2.757
11 H 0.897 0.356 -2.202
12 H -0.801 0.510 -2.513
13 H -1.347 -0.742 -0.506
14 H 0.334 -1.417 -0.350
15 H 1.124 0.921 0.115
16 H 1.870 -0.044 2.225
17 H 0.738 -0.336 3.491
18 H -0.390 -2.950 -2.095
19 H 0.017 -3.620 -0.793
20 O 0.393 -3.359 -1.649
21 H 2.390 -2.924 1.993
22 H 2.082 -2.193 0.668
23 O 1.758 -2.303 1.600
24 H 3.876 0.446 -2.342
25 H 3.122 1.205 -1.305
26 O 3.093 0.457 -1.845
27 H 3.550 0.904 0.856
28 H 3.438 -0.650 0.647
29 O 3.481 0.060 1.341
30 H -1.891 2.572 -3.361
31 H -2.467 1.715 -2.215
32 O -2.017 2.505 -2.387
33 H -4.265 0.276 -2.220
34 H -3.373 0.208 -0.975
35 O -3.335 0.200 -1.979
36 H 3.978 3.065 0.029
37 H 2.393 2.753 0.530
38 O 3.276 2.383 0.008
39 H -1.197 -2.751 1.016
40 H 0.238 -3.061 1.267
41 O -0.568 -3.408 0.852
42 H -3.742 1.041 1.220
43 H -2.728 -0.038 1.233
44 O -3.508 0.218 0.685
45 H 1.310 2.541 2.145
46 H 0.425 3.222 1.128
47 O 1.318 3.244 1.574
48 H -2.487 -1.190 -2.479
49 H -2.902 -2.672 -2.766
50 O -2.136 -2.071 -2.722
51 H -2.139 2.383 2.163
52 H -2.825 1.442 3.088
53 O -2.992 2.165 2.463
54 H 1.858 -2.531 -1.338
55 H 2.611 -1.150 -1.382
56 O 2.582 -2.023 -0.923

Atoms 1-3, force components in eV/Å:
N 3.7523 -2.7396 -2.0290
C -0.6218 -1.4784 -0.1696
C 0.1095 -1.3534 -1.6110

Entry 5:
Formula: C4H37N2O14S
Source: the OMol25 dataset
Level of theory: ωB97M-V with the def2-TZVPD basis set

Summary:
- Spin multiplicity: 1
- HOMO: -6.06 eV
- Total charge: -1
- Gap between HOMO and LUMO: 8.3 eV
- LUMO energy: 2.25 eV

Positions of all 58 atoms, in Å:
1 C -0.092 -0.085 -0.254
2 N -0.638 -0.818 -1.359
3 C 1.095 -0.859 0.461
4 C 2.258 -1.546 -0.307
5 S 1.812 -3.061 -1.098
6 N 1.807 0.098 1.369
7 C 1.346 0.142 2.770
8 O -0.036 0.499 2.854
9 H 0.184 0.950 -0.423
10 H -0.689 -0.127 0.701
11 H 0.072 -0.786 -2.101
12 H -1.464 -0.489 -1.825
13 H 0.582 -1.701 1.013
14 H 2.682 -0.809 -1.023
15 H 3.088 -1.554 0.432
16 H 1.149 -2.421 -2.090
17 H 1.806 1.040 0.944
18 H 1.458 -0.854 3.272
19 H 1.919 0.934 3.259
20 H -3.387 0.027 2.557
21 H -1.926 -0.031 2.904
22 O -2.728 -0.576 2.914
23 H 3.891 -0.051 1.298
24 H 4.300 1.021 0.231
25 O 4.635 0.258 0.740
26 H -0.245 1.263 2.296
27 H -0.261 3.965 0.540
28 O -0.314 3.036 0.838
29 H 1.865 0.695 -3.713
30 H 0.797 1.398 -2.992
31 O 1.644 0.985 -2.819
32 H -2.490 2.860 1.635
33 H -2.238 1.812 0.559
34 O -2.749 1.971 1.394
35 H -1.395 -1.548 2.530
36 H -1.311 -2.895 1.800
37 O -0.757 -2.251 2.264
38 H 2.834 1.724 -1.547
39 H 2.530 2.578 -0.325
40 O 3.272 2.233 -0.825
41 H -3.270 1.371 -1.635
42 H -4.285 1.517 -0.549
43 O -4.241 1.494 -1.515
44 H -2.153 -0.434 -3.717
45 H -3.210 -1.525 -3.413
46 O -2.564 -1.234 -4.073
47 H -0.749 2.594 0.056
48 H -2.139 2.890 -1.436
49 O -1.721 2.057 -1.178
50 H -1.635 -3.393 0.039
51 H -0.499 -4.297 -0.076
52 O -1.258 -4.157 0.505
53 H -1.447 1.591 -3.896
54 H -1.186 1.566 -2.326
55 O -1.011 0.993 -3.273
56 H 2.675 -2.000 2.351
57 H 1.732 -3.159 2.583
58 O 2.654 -2.901 2.679

Atoms 1-3, force components in eV/Å:
C 0.6621 -1.3104 2.4730
N 0.9805 -1.0337 -0.3583
C 0.4817 -0.4998 -0.1444

It is found that the ΔE to the lowest compared entry with this formula, charge and spin values, taken in the order of the records, are 108.7 70.5 103.9 0.0 0.0 kcal per mole.